C53H44Cl3MnN5O7S | ωB97M-V with the def2-TZVPD basis set

Geometry as ORCA input:
```
! wB97M-V def2-TZVPD RIJCOSX def2/J DEFGRID3
* xyz -2 6
C 0.5453 1.1086 -6.6353
C 2.3871 0.8171 3.9110
H 3.3605 -4.4567 1.2624
C 0.9240 0.0028 -4.5167
C -2.6322 -4.8935 -0.3345
H -2.2637 3.7416 -3.7019
N 1.7574 -0.2503 -3.4202
H 1.4432 -1.2803 3.1516
H 3.5709 0.0129 2.2849
C -3.8472 -0.1220 5.5340
C 4.4877 -3.1239 -1.1048
C 3.5225 0.1400 3.3628
H 5.3901 -0.8553 3.6840
C 1.3566 1.3153 3.1030
H 1.5249 1.3603 5.8207
H 2.3421 -3.5959 3.3531
C -0.4503 -3.2259 3.9858
H -1.8833 -6.6723 -1.2695
C -0.2753 -2.4299 2.7199
C -1.4029 -2.9604 4.8806
C 1.1967 2.6633 -2.3724
H 0.1932 -4.0882 4.1197
H -0.3574 5.3329 -3.7720
O -2.1671 0.6698 0.0466
C -1.1390 -0.3397 -5.7242
H 1.6262 1.5264 2.0708
H -2.1149 -0.8046 -5.7822
H 5.0192 -3.7390 -0.3740
C 2.4518 -2.9406 0.0535
C 2.6603 2.1273 -0.5721
C 2.6962 -3.5992 1.2606
C -2.0421 5.4261 0.1865
N 1.7055 -1.2738 -1.3844
H -0.6060 -3.0686 1.8789
C 1.1766 -0.2668 -2.1020
O 2.4635 2.2849 -1.9900
H 4.8542 -3.3545 -2.1053
C -4.3544 -1.5861 -0.2642
H -1.3452 0.7314 -7.5746
H 3.6938 1.8088 -0.4482
H -1.3441 6.2192 0.4228
H 2.4914 3.0698 -0.0533
C -1.5100 -2.8309 -0.9256
H 2.2497 -1.8979 -1.9588
C -1.2892 3.4445 -3.3338
C -2.5405 3.0830 -0.0091
H 3.3520 0.4809 7.1963
C -0.7105 0.5163 -6.7244
C -2.2374 -1.7690 4.7563
O 3.0933 -3.4031 -1.0941
N 0.2707 0.5236 -1.6840
Cl 5.8107 -0.8459 6.5260
H 4.6732 -2.0701 -0.8776
C 0.1186 1.7608 -2.3074
H -3.6909 -0.7378 -0.4309
H -1.5295 -3.5925 5.7508
C 4.4952 -0.2238 5.5257
C -3.4151 0.7570 4.5286
C -3.3458 5.6898 -0.2299
C 2.3749 0.8896 5.3386
N -0.5056 2.0976 0.6231
H 2.0738 3.2833 -5.9811
H 0.6005 1.9651 3.5286
Cl -4.1319 2.3481 4.4271
C -3.2360 -1.3483 5.6441
H -4.5138 2.5066 -0.6297
C -4.2315 4.6538 -0.5196
H 0.0955 -3.0311 -2.3269
H 1.8629 4.6093 -2.8899
C 2.1273 -3.1337 2.3972
H -4.5710 -2.1297 -1.1824
H -5.2733 -1.2510 0.2156
C -0.2245 4.3330 -3.3771
O -4.6326 -3.7024 1.2978
C -1.9042 -0.9022 3.7187
H -3.4072 -5.3828 0.2411
C 1.3553 0.8545 -5.5410
C -0.6803 -3.5463 -1.7773
C -1.1186 2.1797 -2.7924
H 3.7876 2.9925 -5.6033
O -1.8525 1.1979 2.7435
H 1.9873 1.3746 -0.1613
C 3.3979 0.3927 6.1167
Mn -0.4522 0.2784 1.6493
C -1.7867 -5.5966 -1.1828
H -1.9462 1.4835 -2.7308
H 2.6061 0.3039 -3.4380
C -0.8151 -4.9233 -1.9065
C -0.3595 3.4718 0.7206
H 0.8840 1.7797 -7.4132
N -1.0003 -1.1839 2.7457
H -3.6830 6.7156 -0.3216
H -0.6618 -1.2480 -3.8352
H -1.3726 -1.7607 -0.7937
H -0.1456 -5.4688 -2.5602
C -2.4916 -3.5202 -0.2214
C -1.6685 4.1047 0.2942
C 1.6377 -1.7412 -0.0364
C 4.5454 -0.3550 4.1444
Cl -3.7304 -2.4106 6.9590
S -3.5906 -2.6922 0.9363
C -1.7663 1.8234 0.1978
H -4.6231 0.1783 6.2225
H 3.1051 2.3840 -7.1307
O 2.6096 1.3770 -5.3812
C 1.0135 3.9366 -2.8868
H -5.2431 4.8905 -0.8270
C 1.1767 -1.9933 2.3623
C 1.0138 -1.2111 1.0550
C -2.4111 0.4174 3.6402
O 0.6224 4.0979 1.0477
C -3.8360 3.3224 -0.4118
C -0.3204 -0.6015 -4.6348
C 2.8996 2.5748 -6.0723
*
```

⟨S²⟩ = 8.86
HOMO (alpha / beta) = -0.595 / -0.956 eV

C53H45AlNOP2SSbSe4 | ωB97M-V with the def2-TZVPD basis set

Geometry as ORCA input:
```
! wB97M-V def2-TZVPD RIJCOSX def2/J DEFGRID3
* xyz 2 1
C -2.1174 2.1351 0.9185
H -1.7641 -0.5549 -2.6520
C 0.3718 -1.2520 -5.1963
H 5.9054 3.3798 2.4237
C 0.5739 -2.9002 -3.4035
H -5.2855 3.0206 -0.0823
H 4.7018 -4.2828 -2.9285
H -7.3306 -2.6047 -0.6500
H 5.1687 -1.3270 -2.9581
C 0.6373 -6.8637 -0.2310
Se 5.8733 1.3276 4.5936
C -6.6768 -2.7540 1.4336
H -2.8572 -3.5431 -2.8455
C -2.6840 4.2797 1.8069
Al 0.4508 -0.6630 -0.3500
N 2.1113 -1.3828 -1.0237
H -5.2274 5.8460 0.7915
H -7.0977 -4.2672 -0.0724
C -3.7882 6.3088 2.3895
H 4.1552 -4.2509 0.0929
H 1.5761 -3.0570 -5.3083
C -4.8204 -1.1951 2.4618
P 1.1575 2.7172 1.4072
H 3.0571 -4.2198 -2.3531
C -2.5114 5.5028 2.4724
Se 1.6247 0.4010 1.6032
C 0.5806 -5.9728 0.8529
C -1.6278 3.2830 1.5833
H 3.9823 2.7309 -2.5771
C -5.2967 -3.1019 -0.5606
C 2.6266 2.6380 -0.9225
C 0.8885 -2.4538 -4.7214
H 6.3842 -2.2533 -2.0382
C -5.3368 -2.0924 1.5842
H 1.3123 3.4286 4.2745
H -5.2264 -4.1178 -2.4360
H -1.1429 6.5115 3.7361
C 2.3202 3.4923 3.8565
C -0.3205 -4.3045 -0.6154
Sb 6.5576 0.3016 2.3658
H 0.4648 5.1938 -2.8728
C -0.1837 4.8563 2.7378
C -2.5738 -2.5307 -0.9093
C 2.5213 3.2636 2.4773
C 4.8577 -3.4195 -0.1836
P -0.7479 -2.6009 -0.9211
H 0.7189 -0.8692 -6.1437
Se 6.8345 -2.1622 2.5043
C 0.0840 -4.7207 0.6434
C 3.0395 3.0463 -2.1806
H -3.3001 0.3214 2.7343
S -1.4754 0.4408 0.9505
O -0.8935 0.4640 -0.6301
C -0.2838 -5.1916 -1.6977
H -1.1700 0.2013 -4.8787
C -2.8853 -0.7425 0.9565
C 5.4592 -1.6963 -1.9662
H 0.8261 5.2144 3.0121
C 1.4208 3.1339 -0.3637
H 1.0085 -7.8748 -0.0926
C 2.2949 4.0254 -2.9023
C 3.1776 -1.8226 -1.2044
C 3.9186 -3.5815 -2.6197
C -6.7027 -3.2449 -0.0374
H -6.8590 -3.5889 2.0795
C 4.3726 -2.6965 -1.4550
Se 5.8013 1.2316 0.1969
H -4.1571 6.5514 3.3843
H -0.3535 4.4107 -0.7203
C 4.9199 3.4876 2.8494
C 3.8520 3.3071 2.0016
C -0.3059 3.6201 2.0157
H 3.1590 4.0446 5.7282
H -7.5329 -2.1039 1.6537
H 4.9146 -2.7844 0.6855
C -1.2786 5.7203 3.0192
H -0.7273 -4.9384 -2.6681
C -4.8166 5.3626 1.6527
C -4.6332 -3.5490 -1.7131
H -5.5918 5.0790 2.3117
C -3.3236 -3.2049 -1.8854
C -1.0010 -1.0633 -3.2191
H 3.6350 -2.9139 -3.4769
C -0.3784 -2.1807 -2.6643
C 4.7435 3.7340 4.2094
H 3.2107 1.9817 -0.3281
H 2.6811 4.3800 -3.8437
C -3.3219 2.0904 0.2951
C -3.6331 -0.5100 2.1299
H 0.9937 -6.2783 1.8220
H -3.6102 7.2479 1.8714
C -4.3121 3.0827 0.4336
C 3.4152 3.8159 4.6902
H 4.0391 3.1490 0.9415
C -0.6345 -0.6197 -4.4812
H 5.8686 -3.8024 -0.2648
C -3.2871 -1.8124 0.0954
H -3.5931 1.2056 -0.2389
H -0.0786 -4.0430 1.4942
C 0.6164 4.0233 -1.1192
C 1.0777 4.4533 -2.3749
H 0.2044 -7.1617 -2.3194
H 5.6180 3.9326 4.8188
H -5.2583 -0.9942 3.4367
H 5.6305 -0.7867 -1.3242
C -4.0049 4.1184 1.2856
H 1.0549 -3.7848 -3.0328
C 0.1768 -6.4719 -1.4809
C -4.6080 -2.3343 0.3731
*
```

HOMO = -10.259 eV

| no. | DFT total energy (Eh) |
| --- | --- |
| 1 | -5776.29337 |
| 2 | -13345.41116 |